Density functional theory data (ωB97M-V/def2-TZVPD) for a gas-phase ion, C4H10N (charge +1) at a distorted geometry.

Cartesian coordinates (Å):
1 C 1.24572 0.03605 -0.24611
2 N 0.55645 -0.40023 1.01715
3 C -0.96455 -0.08478 0.83626
4 C -1.07854 -0.18028 -0.67078
5 C 0.13113 0.64589 -1.08766
6 H 1.67173 -0.83812 -0.73200
7 H 2.10499 0.67249 -0.03870
8 H 0.63749 -1.39166 1.22987
9 H 0.90347 0.08378 1.84817
10 H -1.48476 -0.79892 1.45642
11 H -1.10890 0.92267 1.20865
12 H -2.03814 0.15907 -1.05141
13 H -1.04168 -1.22312 -0.95664
14 H 0.34033 0.68489 -2.15065
15 H -0.05873 1.66996 -0.76518

charge	+1
structure (SMILES)	C1CC[NH2+]C1
F_max	1.27	eV/A
spin multiplicity	1
energy	-5793.733	eV

Results of the natural (NBO) charge analysis, in e, for atoms 1 through 5:
1. C -0.2349
2. N -0.5113
3. C -0.1951
4. C -0.4330
5. C -0.4185



Density functional theory data (ωB97M-V/def2-TZVPD) for a single C3H4N2O molecule at a distorted geometry.

Cartesian coordinates (Å):
1 C -0.37051 -0.32363 2.28338
2 C -0.36219 -0.18532 0.83475
3 C -1.55915 -0.43760 1.65920
4 N -0.13296 0.19539 -1.49299
5 N 0.34286 0.28520 -0.16288
6 O -2.76702 -0.44218 1.57801
7 H 0.24880 -0.23836 3.23165
8 H -0.00697 1.18927 -1.96188
9 H -1.11640 -0.01913 -1.33383
10 H 1.19324 0.79056 -0.19045

charge	0
structure (SMILES)	NNc1cc1=O
F_max	3.79	eV/A
spin multiplicity	1
energy	-8199.406	eV

Results of the natural (NBO) charge analysis, in e, for atoms 1 through 5:
1. C -0.3289
2. C 0.1353
3. C 0.4806
4. N -0.6316
5. N -0.3982



For each record above, in turn, the calculated relative energy (zero: lowest compared OMol25 entry of this formula, charge and spin) values are 2.9 103.3 kcal per mole.